Record 1
Entry from the Open Molecules 2025 dataset: an isolated ion of composition C18H33N2 and charge +1 (ωB97M-V/def2-TZVPD).

Element x y z (Å)
C: -5.903 -1.450 -0.154
C: -5.251 -1.201 -1.277
C: -4.124 -0.212 -1.380
H: -3.186 -0.775 -1.481
H: -4.245 0.373 -2.295
C: -4.097 0.718 -0.163
C: -4.224 -0.106 1.120
H: -4.115 0.532 1.999
C: -5.595 -0.784 1.150
H: -6.373 -0.044 1.362
H: -5.629 -1.521 1.955
H: -3.456 -0.884 1.156
C: -2.872 1.639 -0.171
N: -1.593 0.881 -0.051
H: -1.832 -0.116 -0.150
C: -0.939 1.037 1.270
H: -1.652 0.786 2.056
C: 0.290 0.131 1.348
N: 1.206 0.522 0.304
C: 0.605 0.287 -0.987
H: 1.319 0.540 -1.769
C: -0.618 1.195 -1.122
H: -0.314 2.237 -1.012
H: -1.094 1.052 -2.093
H: 0.291 -0.764 -1.130
C: 2.603 0.114 0.477
H: 2.830 0.332 1.526
C: 3.500 1.016 -0.378
H: 3.513 0.686 -1.417
H: 3.069 2.019 -0.347
C: 4.935 1.075 0.152
C: 5.866 -0.004 -0.409
C: 5.233 -1.382 -0.622
C: 4.273 -1.830 0.481
C: 2.831 -1.381 0.237
H: 2.558 -1.636 -0.790
H: 2.174 -1.943 0.908
H: 4.273 -2.922 0.518
H: 4.618 -1.471 1.451
H: 6.046 -2.106 -0.700
H: 4.703 -1.403 -1.576
H: 6.712 -0.101 0.274
H: 6.266 0.330 -1.368
H: 4.909 1.011 1.241
H: 5.365 2.047 -0.096
H: 0.768 0.269 2.318
H: -0.031 -0.925 1.272
H: -0.628 2.077 1.375
H: -2.933 2.352 0.653
H: -2.855 2.206 -1.104
H: -4.973 1.370 -0.225
H: -5.506 -1.715 -2.191
H: -6.717 -2.157 -0.143

Atomic forces in eV per Å
C -0.12 0.00 0.14
C 0.19 -0.04 -0.18
C -0.23 0.16 0.15
H 0.11 0.02 -0.08
H 0.10 0.01 -0.03
C 0.37 -0.14 0.01
C -0.37 0.20 -0.03
H 0.09 -0.01 0.05
C 0.21 -0.01 0.04
H 0.00 0.00 0.11
H -0.05 0.05 0.02
H 0.13 -0.06 0.04
C -0.90 0.33 -0.11
N -0.18 -0.35 -0.07
H 0.07 0.19 0.02
C 0.51 -0.25 0.85
H -0.11 0.04 -0.16
C -0.07 0.21 -0.13
N -0.28 0.02 0.09
C -0.09 0.25 0.14
H -0.10 -0.02 -0.09
C 0.72 -0.15 -0.68
H -0.14 -0.04 0.05
H -0.15 0.01 0.13
H 0.05 0.03 -0.06
C 0.11 -0.13 -0.27
H 0.02 0.01 -0.04
C 0.07 0.07 0.38
H -0.06 0.00 -0.17
H -0.04 -0.01 -0.05
C 0.08 -0.07 -0.25
C -0.06 -0.02 0.01
C 0.16 0.05 0.19
C -0.10 -0.14 -0.31
C 0.06 0.20 0.36
H -0.06 -0.04 -0.06
H -0.08 -0.04 -0.05
H 0.03 0.03 0.10
H 0.03 -0.05 0.15
H -0.03 -0.02 -0.10
H 0.00 -0.06 -0.07
H 0.08 0.00 -0.06
H 0.09 0.04 0.03
H 0.00 0.07 0.06
H -0.01 0.02 0.10
H -0.09 -0.02 0.02
H 0.02 0.01 0.06
H -0.13 -0.04 -0.10
H 0.15 -0.06 -0.02
H 0.16 -0.05 0.05
H 0.08 0.07 -0.01
H -0.12 -0.13 -0.08
H -0.12 -0.12 -0.12

Properties
**Max |F|**: 1.03 eV/A
**SMILES string**: C1=CC[C@H](C[NH+]2CCN(C3CCCCCC3)CC2)CC1
**HOMO**: -11.94 eV
**Kohn-Sham gap**: 9.71 eV
**Energy relative to the best compared isomer or geometry (same formula, charge and spin)**: 1.95 kcal/mol
**Spin multiplicity**: 1
**Charge**: +1
**LUMO**: -2.2282 eV

Here are the Löwdin charges for atoms 1 to 8, given in e: number 1, C, carries -0.0897; number 2, C, carries -0.0884; number 3, C, carries -0.1556; number 4, H, carries 0.1145; number 5, H, carries 0.1262; number 6, C, carries -0.2974; number 7, C, carries -0.1657; number 8, H, carries 0.1192

Record 2
Entry from the Open Molecules 2025 dataset: Cl4NaO16 as an isolated structure (ωB97M-V/def2-TZVPD).

Element x y z (Å)
Na: 19.776 -10.986 -7.744
Cl: 17.274 -9.621 -7.439
O: 18.263 -10.049 -8.437
O: 17.657 -10.190 -6.227
O: 17.442 -8.193 -7.258
O: 15.924 -10.007 -7.601
Cl: 20.837 -12.765 -5.217
O: 20.591 -12.002 -6.384
O: 20.733 -12.047 -4.113
O: 19.948 -13.724 -4.962
O: 22.185 -13.137 -4.993
Cl: 20.293 -7.869 -8.061
O: 19.620 -7.084 -7.040
O: 20.663 -9.281 -7.524
O: 19.241 -8.070 -8.926
O: 21.331 -7.264 -8.777
Cl: 19.920 -13.852 -8.597
O: 19.610 -14.848 -7.575
O: 21.378 -13.863 -8.733
O: 19.419 -14.190 -9.836
O: 19.601 -12.537 -8.169

Atomic forces in eV per Å
Na 1.02 7.31 1.84
Cl 2.91 2.60 0.74
O -4.95 -0.14 -0.96
O 1.42 -2.19 3.11
O -2.10 -0.43 -0.85
O -2.13 -0.28 -2.32
Cl 4.55 2.03 -1.45
O 2.37 -1.03 2.33
O -2.71 10.03 9.31
O -5.73 -8.38 -1.75
O 4.08 -3.30 -3.63
Cl -3.55 -3.49 3.05
O 3.34 0.86 1.34
O 1.62 5.47 -0.43
O -1.33 -0.08 -4.63
O 3.36 1.45 -0.06
Cl 5.21 -1.47 3.78
O -0.95 0.76 -1.00
O -0.01 -0.02 -0.13
O -2.86 -0.90 -3.69
O -3.56 -8.78 -4.62

Properties
**Max |F|**: 13.95 eV/A
**HOMO**: 0.36 eV
**Kohn-Sham gap**: 5.93 eV
**Energy relative to the best compared isomer or geometry (same formula, charge and spin)**: 197.33 kcal/mol
**Spin multiplicity**: 1
**Charge**: -3
**LUMO**: 6.2941 eV

Here are the Löwdin charges for atoms 1 to 8, given in e: number 1, Na, carries 0.1946; number 2, Cl, carries 0.6656; number 3, O, carries -0.3877; number 4, O, carries -0.3196; number 5, O, carries -0.3669; number 6, O, carries -0.3562; number 7, Cl, carries 0.5164; number 8, O, carries -0.3393

Record 3
Entry from the Open Molecules 2025 dataset: C24H18N4O3OsS2 as an isolated structure (ωB97M-V/def2-TZVPD).

Element x y z (Å)
Os: 1.673 -0.402 -0.037
N: 2.059 -0.193 -2.193
C: 3.478 0.240 -2.381
C: 4.100 0.805 -1.099
O: 5.131 1.421 -1.111
N: 3.377 0.484 0.031
C: 3.961 0.752 1.336
C: 2.963 0.259 2.420
O: 3.143 0.502 3.575
O: 1.937 -0.427 1.923
H: 1.870 -0.992 -2.789
H: 1.457 0.548 -2.539
H: 3.567 0.988 -3.166
H: 4.094 -0.613 -2.665
H: 4.166 1.811 1.488
H: 4.901 0.214 1.472
S: -2.613 -6.039 0.232
C: -1.686 -7.452 0.264
C: -0.329 -7.207 0.245
C: -0.038 -5.845 0.205
C: -1.176 -5.044 0.193
C: -1.272 -3.620 0.136
C: -0.103 -2.816 0.098
N: -0.118 -1.505 0.016
C: -1.322 -0.850 0.018
C: -2.545 -1.565 0.061
C: -3.785 -0.839 0.072
C: -3.800 0.506 0.079
C: -2.575 1.255 0.072
C: -2.546 2.639 0.122
C: -1.327 3.328 0.143
C: -0.141 2.537 0.087
N: -0.150 1.237 0.009
C: -1.336 0.562 0.021
C: -1.241 4.749 0.205
C: -0.097 5.549 0.226
C: -0.381 6.908 0.269
C: -1.741 7.157 0.283
S: -2.675 5.748 0.244
C: -2.500 -2.948 0.105
H: -2.173 -8.416 0.297
H: 0.415 -7.989 0.261
H: 0.974 -5.465 0.199
H: 0.874 -3.282 0.148
H: -4.709 -1.402 0.090
H: -4.737 1.047 0.104
H: -3.480 3.186 0.159
H: 0.832 3.013 0.114
H: 0.912 5.163 0.220
H: 0.366 7.686 0.292
H: -2.225 8.122 0.319
H: -3.429 -3.504 0.130

Atomic forces in eV per Å
Os 1.01 0.74 0.45
N -0.07 -0.19 0.18
C 0.30 0.26 0.18
C -0.22 -0.24 -0.23
O 0.04 0.02 0.04
N 0.41 0.39 -0.07
C -0.46 -0.20 0.49
C 1.46 1.01 -0.36
O -0.44 -0.31 -0.12
O -1.23 -0.86 -0.44
H -0.05 -0.06 -0.01
H -0.10 -0.01 -0.03
H -0.05 -0.05 -0.05
H -0.10 -0.06 -0.03
H 0.00 0.00 0.00
H 0.04 0.03 -0.08
S 0.45 0.21 0.00
C 0.24 -0.04 0.00
C -0.26 -0.31 0.01
C -0.13 0.34 0.04
C -0.22 -0.49 -0.02
C -0.37 0.21 0.04
C 0.01 0.05 0.03
N -0.51 -0.42 0.03
C -0.21 0.05 0.01
C 0.33 0.08 -0.01
C -0.10 0.11 0.00
C -0.16 -0.06 0.01
C 0.12 0.12 -0.03
C -0.06 -0.17 0.02
C 0.05 0.26 0.02
C 0.16 0.01 0.01
N 0.19 -0.09 0.03
C -0.21 0.00 0.02
C -0.58 -0.35 -0.04
C 0.41 0.56 0.05
C 0.49 -0.33 -0.01
C -0.37 -0.09 0.01
S 0.07 -0.04 0.00
C 0.22 -0.14 0.01
H 0.01 0.03 0.00
H -0.03 0.01 0.01
H -0.02 0.02 -0.02
H -0.02 0.00 -0.09
H 0.01 0.00 0.00
H 0.01 0.00 0.00
H -0.05 -0.03 0.00
H 0.02 -0.03 -0.05
H -0.02 0.00 -0.01
H -0.01 0.01 0.00
H -0.01 0.02 0.00
H 0.00 0.00 0.00

Properties
**Max |F|**: 1.81 eV/A
**HOMO (alpha / beta)**: -13.70 / -13.34 eV
**Kohn-Sham gap (alpha / beta)**: 6.54 / 3.54 eV
**Expectation value of S²**: 6.090
**Spin multiplicity**: 5
**Charge**: +2
**LUMO (alpha / beta)**: -7.1615 / -9.8011 eV

Here are the Löwdin charges for atoms 1 to 8, given in e: number 1, Os, carries 1.5805; number 2, N, carries -0.0929; number 3, C, carries -0.1120; number 4, C, carries -0.5172; number 5, O, carries 0.1329; number 6, N, carries -0.1926; number 7, C, carries -0.0947; number 8, C, carries -0.5822

Record 4
Entry from the Open Molecules 2025 dataset: a 11-piece molecular cluster, H22O11 overall (ωB97M-V/def2-TZVPD).

Element x y z (Å)
H: 0.372 -0.278 -0.073
H: -0.815 0.619 -0.387
H: -2.732 2.623 -1.618
H: -2.532 4.104 -1.896
H: 1.887 0.764 3.559
H: 0.605 1.546 3.326
H: 4.325 -0.752 -2.900
H: 4.654 -1.468 -1.600
H: -0.566 -3.882 1.169
H: -1.880 -3.399 0.578
H: -1.768 -3.258 -1.443
H: -2.016 -1.836 -0.964
H: -5.495 2.090 -0.098
H: -5.049 2.970 -1.254
H: -2.855 -2.415 2.464
H: -3.820 -1.498 1.729
H: 4.208 0.099 0.149
H: 4.321 0.917 1.426
H: 1.153 -1.894 -2.032
H: 0.545 -2.223 -0.679
H: 2.863 3.061 -0.131
H: 3.505 4.226 0.604
O: 0.148 0.592 -0.424
O: -2.052 3.305 -1.652
O: 0.948 0.764 3.774
O: 3.955 -1.367 -2.256
O: -1.015 -3.085 0.865
O: -1.382 -2.560 -0.901
O: -4.721 2.317 -0.626
O: -2.887 -1.737 1.779
O: 4.798 0.272 0.891
O: 0.624 -2.560 -1.579
O: 2.675 3.945 0.203

Atomic forces in eV per Å
H -0.13 0.11 0.06
H 0.11 0.10 0.03
H 0.03 0.00 0.17
H 0.16 -0.04 0.06
H -0.12 -0.06 0.06
H -0.05 -0.08 -0.02
H -0.06 -0.05 -0.01
H -0.01 -0.16 -0.06
H 0.23 -0.12 0.54
H 0.54 0.32 0.43
H 0.17 0.17 -0.59
H -0.27 0.15 -0.23
H 0.12 -0.04 0.00
H -0.02 -0.03 0.06
H 0.27 0.08 -0.06
H 0.00 0.11 0.11
H -0.06 -0.03 0.00
H 0.08 -0.08 -0.01
H 0.34 -0.16 -0.07
H -0.16 -0.38 -0.25
H -0.18 0.06 -0.08
H -0.08 0.06 -0.05
O 0.07 -0.10 0.04
O -0.12 0.05 -0.20
O 0.16 0.13 -0.06
O 0.10 0.24 0.12
O 1.81 -2.96 6.16
O -4.78 2.09 -5.44
O -0.20 0.05 -0.11
O -0.90 0.29 0.05
O -0.12 0.12 -0.06
O 2.83 0.29 -0.73
O 0.24 -0.12 0.13

Properties
**Max |F|**: 7.54 eV/A
**SMILES string**: O.O.O.O.O.O.O.O.O.O.O
**HOMO**: -8.47 eV
**Kohn-Sham gap**: 8.62 eV
**Energy relative to the best compared isomer or geometry (same formula, charge and spin)**: 137.40 kcal/mol
**Spin multiplicity**: 1
**Charge**: 0
**LUMO**: 0.1497 eV

Here are the Löwdin charges for atoms 1 to 8, given in e: number 1, H, carries 0.0158; number 2, H, carries 0.0337; number 3, H, carries -0.0006; number 4, H, carries 0.0308; number 5, H, carries 0.0228; number 6, H, carries 0.0350; number 7, H, carries 0.0408; number 8, H, carries 0.0313

Q: What is the charge in the fourth record?
A: 0

Q: Which formula does entry 1 have?
A: C18H33N2